(1)
{"formula": "C32H48ClF6N2O2P", "method": "ωB97M-V/def2-TZVPD", "e_tot_ha": -2908.8654, "orbital_gap_ev": 6.33, "molar_mass_g_mol": 673.16, "charge": 0, "species": ["C", "C", "N", "C", "C", "C", "C", "C", "C", "C", "C", "C", "C", "C", "C", "C", "C", "N", "C", "C", "C", "C", "C", "C", "C", "C", "O", "C", "C", "O", "C", "C", "Cl", "C", "C", "C", "C", "H", "H", "H", "H", "H", "H", "H", "H", "H", "H", "H", "H", "H", "H", "H", "H", "H", "H", "H", "H", "H", "H", "H", "H", "H", "H", "H", "H", "H", "H", "H", "H", "H", "H", "H", "H", "H", "H", "H", "H", "H", "H", "H", "H", "H", "H", "H", "H", "F", "P", "F", "F", "F", "F", "F"], "coordinates": [[2.294, -2.442, 4.673], [2.379, -1.783, 3.696], [2.450, -1.072, 2.531], [2.119, 0.242, 2.591], [2.166, 1.036, 1.498], [1.735, 2.470, 1.622], [0.696, 2.755, 2.697], [-0.598, 1.949, 2.523], [-1.669, 2.702, 1.710], [-3.063, 2.707, 2.349], [-4.090, 1.939, 1.522], [-4.647, 2.774, 0.388], [-5.719, 2.070, -0.429], [-5.292, 0.693, -0.934], [-5.755, 0.439, -2.361], [-5.677, -1.027, -2.796], [-4.464, -1.764, -2.259], [-4.681, -2.447, -0.995], [-3.698, -2.613, -0.056], [-4.211, -3.295, 1.005], [-5.557, -3.560, 0.710], [-5.824, -3.033, -0.521], [2.605, 0.482, 0.292], [2.681, 1.334, -0.930], [3.525, 2.616, -0.848], [2.812, 3.900, -1.232], [1.944, 3.682, -2.340], [0.604, 3.641, -2.125], [-0.012, 4.797, -1.410], [-0.047, 2.749, -2.578], [2.922, -0.874, 0.227], [3.410, -1.509, -1.059], [2.122, -1.440, -2.300], [4.746, -0.936, -1.564], [5.812, -1.974, -2.009], [2.828, -1.673, 1.362], [3.103, -3.090, 1.423], [2.299, -3.027, 5.551], [1.809, 0.601, 3.547], [1.317, 2.783, 0.676], [2.616, 3.056, 1.842], [1.123, 2.636, 3.684], [0.458, 3.805, 2.617], [-0.990, 1.736, 3.504], [-0.361, 1.024, 2.015], [-1.743, 2.207, 0.752], [-1.327, 3.717, 1.563], [-3.400, 3.729, 2.452], [-3.025, 2.273, 3.339], [-4.900, 1.638, 2.178], [-3.611, 1.047, 1.142], [-3.827, 3.054, -0.269], [-5.065, 3.665, 0.836], [-6.607, 2.014, 0.186], [-5.927, 2.689, -1.293], [-4.211, 0.660, -0.906], [-5.672, -0.086, -0.287], [-5.181, 1.053, -3.045], [-6.788, 0.754, -2.419], [-6.591, -1.518, -2.502], [-5.620, -1.069, -3.873], [-3.667, -1.060, -2.075], [-4.091, -2.462, -2.998], [-2.706, -2.236, -0.179], [-3.700, -3.592, 1.895], [-6.252, -4.081, 1.330], [-6.742, -3.031, -1.062], [3.094, 0.758, -1.727], [1.656, 1.525, -1.231], [3.940, 2.766, 0.138], [4.363, 2.497, -1.517], [3.557, 4.621, -1.534], [2.297, 4.337, -0.391], [0.524, 5.116, -0.533], [-0.992, 4.479, -1.098], [-0.130, 5.624, -2.095], [3.557, -2.555, -0.920], [5.158, -0.363, -0.742], [4.566, -0.224, -2.356], [6.639, -1.954, -1.318], [5.452, -2.991, -2.008], [6.190, -1.768, -2.998], [2.768, -3.589, 0.534], [4.163, -3.273, 1.479], [2.606, -3.558, 2.253], [7.151, -4.775, -0.819], [6.446, -6.288, -0.895], [5.447, -5.525, -1.994], [5.367, -5.622, 0.209], [6.023, -7.602, -1.784], [6.605, -7.353, 0.350], [7.989, -6.707, -1.282]]}

---

(2)
{"formula": "C32H48O16", "method": "ωB97M-V/def2-TZVPD", "e_tot_ha": -2451.5572, "spin_multiplicity": 2, "orbital_gap_ev": [7.53, 2.34], "molar_mass_g_mol": 688.72, "charge": 1, "species": ["O", "C", "O", "C", "C", "C", "H", "H", "H", "H", "H", "H", "O", "C", "O", "C", "C", "C", "H", "H", "H", "H", "H", "H", "O", "C", "O", "C", "C", "C", "H", "H", "H", "H", "H", "H", "O", "C", "O", "C", "C", "C", "H", "H", "H", "H", "H", "H", "O", "C", "O", "C", "C", "C", "H", "H", "H", "H", "H", "H", "O", "C", "O", "C", "C", "C", "H", "H", "H", "H", "H", "H", "O", "C", "O", "C", "C", "C", "H", "H", "H", "H", "H", "H", "O", "C", "O", "C", "C", "C", "H", "H", "H", "H", "H", "H"], "coordinates": [[-2.923, 3.660, 0.775], [-3.657, 2.643, 0.929], [-3.201, 1.493, 1.462], [-4.174, 0.514, 1.647], [-5.374, 1.080, 0.834], [-5.095, 2.500, 0.579], [-4.398, 0.569, 2.713], [-3.952, -0.548, 1.537], [-6.267, 0.722, 1.346], [-5.388, 0.578, -0.134], [-5.608, 3.091, 1.338], [-5.390, 2.625, -0.463], [-0.515, 6.290, 6.275], [-0.772, 5.403, 5.409], [-1.141, 5.715, 4.138], [-1.819, 4.647, 3.609], [-1.051, 3.464, 4.111], [-0.811, 3.942, 5.583], [-1.867, 4.729, 2.523], [-2.847, 4.754, 3.955], [-0.135, 3.321, 3.538], [-1.598, 2.521, 4.111], [0.111, 3.544, 6.006], [-1.694, 3.767, 6.197], [5.932, -2.920, -4.710], [4.770, -2.708, -4.491], [3.773, -3.289, -5.251], [2.552, -2.624, -5.144], [2.658, -1.853, -3.757], [4.085, -1.788, -3.472], [1.569, -3.052, -5.343], [2.684, -1.864, -5.914], [2.079, -2.306, -2.951], [2.296, -0.846, -3.963], [4.283, -2.171, -2.471], [4.291, -0.718, -3.475], [2.696, 2.276, -1.041], [1.764, 1.643, -0.509], [1.373, 1.836, 0.755], [0.140, 1.211, 0.997], [-0.245, 0.509, -0.270], [0.910, 0.624, -1.229], [-0.592, 2.011, 1.110], [0.315, 0.551, 1.847], [-1.011, 1.134, -0.727], [-0.578, -0.527, -0.204], [0.544, 0.881, -2.223], [1.418, -0.320, -1.427], [8.798, 2.955, -3.025], [7.593, 3.156, -2.975], [6.838, 2.954, -1.933], [5.426, 3.256, -2.155], [5.443, 3.914, -3.565], [6.790, 3.567, -4.202], [5.190, 3.950, -1.348], [4.893, 2.305, -2.160], [5.267, 4.988, -3.512], [4.579, 3.655, -4.177], [7.223, 4.430, -4.708], [6.774, 2.714, -4.880], [1.225, -2.676, -0.209], [0.559, -3.578, 0.169], [-0.278, -4.298, -0.609], [-0.785, -5.502, -0.018], [-0.492, -5.204, 1.507], [0.630, -4.181, 1.594], [-0.398, -6.401, -0.497], [-1.870, -5.435, -0.104], [-0.347, -6.028, 2.205], [-1.352, -4.700, 1.948], [1.668, -4.425, 1.369], [0.606, -3.605, 2.519], [-1.282, 0.345, -3.734], [-1.802, -0.672, -3.298], [-1.032, -1.789, -3.286], [-1.933, -2.759, -2.802], [-3.259, -2.285, -3.275], [-3.230, -0.856, -2.818], [-1.921, -2.653, -1.717], [-1.570, -3.737, -3.118], [-4.113, -2.804, -2.840], [-3.334, -2.493, -4.342], [-3.301, -0.795, -1.732], [-3.852, -0.086, -3.274], [0.843, -1.175, 3.821], [-0.364, -1.521, 4.029], [-0.829, -2.865, 3.796], [-2.141, -3.117, 4.210], [-2.735, -1.679, 4.412], [-1.611, -0.709, 4.356], [-2.289, -3.754, 5.082], [-2.636, -3.641, 3.393], [-3.257, -1.669, 5.369], [-3.444, -1.610, 3.588], [-1.403, -0.172, 5.282], [-1.628, -0.030, 3.504]]}

---

(3)
{"formula": "C32H48O4S4", "method": "ωB97M-V/def2-TZVPD", "e_tot_ha": -3141.1711, "relative_energy_kcal_mol": 306.1, "orbital_gap_ev": 8.82, "molar_mass_g_mol": 625.00, "charge": 0, "species": ["C", "S", "O", "C", "H", "H", "H", "H", "H", "H", "C", "S", "O", "C", "H", "H", "H", "H", "H", "H", "C", "S", "O", "C", "H", "H", "H", "H", "H", "H", "C", "S", "O", "C", "H", "H", "H", "H", "H", "H", "C", "C", "C", "C", "C", "C", "H", "H", "H", "H", "H", "H", "C", "C", "C", "C", "C", "C", "H", "H", "H", "H", "H", "H", "C", "C", "C", "C", "C", "C", "H", "H", "H", "H", "H", "H", "C", "C", "C", "C", "C", "C", "H", "H", "H", "H", "H", "H"], "coordinates": [[2.452, 0.362, -2.653], [3.679, -0.521, -1.542], [4.790, 0.437, -1.105], [2.536, -0.697, -0.224], [2.828, 0.558, -3.529], [2.274, 1.365, -2.293], [1.396, -0.017, -2.564], [1.745, -1.344, -0.417], [2.149, 0.444, -0.093], [2.948, -1.017, 0.800], [1.438, 3.581, 5.937], [2.259, 2.139, 5.059], [2.510, 1.071, 6.107], [0.796, 1.533, 4.071], [0.516, 3.851, 5.570], [2.134, 4.557, 5.547], [1.630, 3.606, 7.069], [0.427, 2.283, 3.387], [-0.042, 1.193, 4.659], [1.066, 0.964, 3.441], [-5.672, -5.330, -3.225], [-4.999, -4.518, -4.605], [-6.166, -3.633, -4.992], [-3.930, -3.408, -3.630], [-4.872, -5.672, -2.684], [-6.167, -6.345, -3.341], [-6.307, -4.792, -2.621], [-3.557, -2.500, -4.184], [-3.056, -4.036, -3.258], [-4.341, -2.866, -2.603], [1.221, -3.903, -3.483], [1.017, -3.761, -5.322], [1.206, -2.325, -5.695], [2.773, -4.319, -5.549], [0.699, -3.093, -2.971], [2.341, -3.699, -3.302], [1.247, -4.754, -2.950], [3.400, -3.448, -5.247], [3.145, -4.555, -6.521], [2.823, -5.170, -4.916], [-4.469, 3.677, -1.180], [-4.534, 2.620, -2.316], [-3.438, 2.525, -3.163], [-2.249, 3.310, -3.046], [-2.101, 4.382, -2.182], [-3.262, 4.549, -1.161], [-5.225, 3.810, -0.398], [-5.417, 1.889, -2.562], [-3.234, 1.809, -3.970], [-1.434, 3.023, -3.715], [-1.172, 4.907, -1.913], [-3.183, 5.303, -0.600], [-1.146, -1.323, 1.083], [-0.907, -2.078, -0.223], [-1.042, -1.347, -1.519], [-1.197, 0.043, -1.412], [-1.087, 0.864, -0.206], [-1.166, 0.087, 1.167], [-1.263, -1.869, 1.840], [-0.878, -3.158, -0.422], [-1.177, -1.932, -2.429], [-1.233, 0.560, -2.335], [-1.156, 1.849, 0.001], [-1.076, 0.554, 2.143], [-0.351, 5.997, 1.712], [0.035, 4.669, 1.031], [1.277, 4.181, 1.300], [2.151, 4.931, 2.127], [1.886, 6.203, 2.675], [0.526, 6.852, 2.339], [-1.223, 6.431, 1.546], [-0.607, 4.143, 0.402], [1.624, 3.286, 0.973], [2.999, 4.444, 2.482], [2.757, 6.897, 3.170], [0.588, 7.728, 2.577], [1.396, -2.776, 3.648], [1.480, -4.302, 3.627], [2.719, -4.924, 3.983], [3.706, -4.183, 4.596], [3.707, -2.835, 4.727], [2.485, -2.068, 4.268], [0.395, -2.128, 3.363], [0.590, -4.831, 3.257], [3.029, -5.923, 3.884], [4.571, -4.646, 5.128], [4.477, -2.365, 5.079], [2.500, -1.021, 4.467]]}

---

(4)
{"formula": "C32H49N2O6PS2SiV", "method": "ωB97M-V/def2-TZVPD", "e_tot_ha": -4181.1949, "spin_multiplicity": 4, "relative_energy_kcal_mol": 58.3, "orbital_gap_ev": [7.60, 8.67], "molar_mass_g_mol": 731.89, "charge": 0, "species": ["V", "O", "S", "O", "O", "C", "C", "C", "C", "C", "C", "P", "C", "C", "C", "C", "C", "C", "C", "C", "C", "C", "C", "C", "H", "H", "H", "H", "H", "H", "H", "H", "H", "H", "H", "H", "H", "H", "N", "C", "C", "N", "H", "H", "H", "H", "H", "H", "H", "H", "C", "C", "C", "C", "O", "Si", "S", "O", "C", "C", "C", "C", "O", "C", "C", "C", "C", "H", "H", "H", "H", "H", "H", "H", "H", "H", "H", "H", "H", "H", "H", "H", "H", "H", "H", "H", "H", "H", "H", "H", "H", "H", "H", "H"], "coordinates": [[-2.045, 0.359, -0.824], [-4.226, 1.996, 0.897], [-3.207, 1.035, 1.197], [-3.433, -0.271, 0.520], [-1.821, 1.471, 0.901], [-3.158, 0.752, 2.963], [-4.015, 1.494, 3.761], [-3.893, 1.437, 5.137], [-2.923, 0.634, 5.707], [-2.067, -0.112, 4.918], [-2.149, -0.064, 3.527], [-0.907, -0.989, 2.499], [0.585, -0.564, 3.480], [0.800, 0.791, 3.746], [2.006, 1.232, 4.262], [3.017, 0.324, 4.547], [2.819, -1.023, 4.284], [1.619, -1.462, 3.742], [-1.381, -2.679, 3.072], [-0.988, -3.324, 4.241], [-1.438, -4.609, 4.513], [-2.300, -5.252, 3.639], [-2.699, -4.617, 2.471], [-2.230, -3.345, 2.185], [-4.742, 2.133, 3.278], [-4.542, 2.039, 5.760], [-2.830, 0.596, 6.785], [-1.300, -0.715, 5.387], [0.013, 1.504, 3.528], [2.160, 2.289, 4.438], [3.954, 0.668, 4.963], [3.610, -1.734, 4.485], [1.490, -2.516, 3.534], [-0.337, -2.829, 4.949], [-1.120, -5.111, 5.418], [-2.665, -6.245, 3.868], [-3.375, -5.112, 1.785], [-2.531, -2.843, 1.276], [-1.910, -2.679, -1.766], [-2.195, -2.596, -3.193], [-2.388, -1.126, -3.575], [-3.106, -0.420, -2.500], [-1.058, -2.170, -1.558], [-1.814, -3.637, -1.455], [-3.115, -3.156, -3.386], [-1.408, -3.028, -3.826], [-2.920, -1.061, -4.528], [-1.414, -0.644, -3.691], [-3.849, -1.006, -2.125], [-3.512, 0.439, -2.859], [1.137, -2.397, -0.396], [1.630, -1.251, -1.285], [2.811, -0.556, -0.609], [2.048, -1.840, -2.632], [0.534, -0.300, -1.430], [0.619, 1.178, -2.195], [-1.328, 1.959, -2.329], [1.715, 2.216, -1.587], [1.690, 3.366, -0.733], [1.240, 4.579, -1.544], [3.129, 3.556, -0.255], [0.767, 3.143, 0.456], [1.156, 0.732, -3.669], [1.633, 1.444, -4.811], [3.069, 1.892, -4.537], [1.588, 0.447, -5.967], [0.744, 2.648, -5.111], [1.983, -2.870, 0.102], [0.618, -3.161, -0.975], [0.460, -2.003, 0.356], [3.641, -1.250, -0.476], [2.499, -0.186, 0.369], [3.140, 0.292, -1.207], [2.758, -2.652, -2.469], [2.498, -1.079, -3.261], [1.171, -2.228, -3.153], [1.962, 4.798, -2.333], [1.150, 5.448, -0.892], [0.271, 4.374, -1.998], [3.796, 3.646, -1.113], [3.442, 2.696, 0.339], [3.208, 4.457, 0.353], [-0.276, 3.224, 0.158], [0.969, 3.876, 1.239], [0.925, 2.142, 0.860], [3.711, 1.020, -4.398], [3.086, 2.475, -3.618], [3.451, 2.492, -5.362], [2.196, -0.426, -5.729], [1.964, 0.906, -6.881], [0.561, 0.117, -6.127], [0.801, 3.364, -4.291], [-0.294, 2.330, -5.201], [1.063, 3.126, -6.037]]}